1.
# C3H8N2

An isolated molecule of C3H8N2 (ωB97M-V/def2-TZVPD, the OMol25 dataset).

The geometry in XYZ format:
```
13
Properties=species:S:1:pos:R:3:mulliken_charge:R:1
C 1.753 -0.709 0.069 -0.9058
C 0.982 0.656 0.086 -0.3677
C -0.477 0.578 0.081 -0.4466
N -1.187 -0.500 0.065 -0.1898
N -2.598 -0.205 0.224 -0.5842
H 1.193 -1.573 -0.280 0.3211
H 2.207 -0.949 1.124 0.2207
H 2.598 -0.505 -0.589 0.2866
H 1.481 1.384 0.719 0.3863
H 0.989 0.932 -0.900 0.2417
H -1.020 1.413 0.110 0.5181
H -2.985 -1.033 -0.315 0.2851
H -2.937 0.509 -0.395 0.2345
```

Output
SMILES: CC/C=N/N
E_LUMO: 1.143 eV
E: -228.52844 a.u.
Frontier orbital gap: 10.3 eV
HOMO energy: -9.14 eV

2.
# C3H8N2

An isolated molecule of C3H8N2 (ωB97M-V/def2-TZVPD, the OMol25 dataset).

The geometry in XYZ format:
```
13
Properties=species:S:1:pos:R:3:mulliken_charge:R:1
C 1.042 0.563 -1.679 -0.9242
C -0.318 0.061 -1.024 -0.2442
C -0.035 -0.221 0.405 -0.3088
N -1.035 -0.124 1.216 -0.2249
N -0.938 -0.672 2.560 -0.5583
H 1.007 0.443 -2.885 0.2496
H 1.801 -0.152 -1.375 0.3131
H 1.242 1.685 -1.462 0.2567
H -1.179 0.656 -1.190 0.2837
H -0.717 -0.900 -1.463 0.2304
H 0.854 -0.682 0.731 0.3949
H 0.055 -0.462 3.012 0.2544
H -1.778 -0.195 3.154 0.2775
```

Output
SMILES: CC/C=N/N
E_LUMO: 1.115 eV
E: -228.52876 a.u.
Frontier orbital gap: 10.0 eV
HOMO energy: -8.89 eV

3.
# C3H8N2

An isolated molecule of C3H8N2 (ωB97M-V/def2-TZVPD, the OMol25 dataset).

The geometry in XYZ format:
```
13
Properties=species:S:1:pos:R:3:mulliken_charge:R:1
C 0.378 0.438 1.771 -1.1563
C 0.164 -0.092 0.396 0.3839
N 0.155 -1.494 0.242 -0.5161
C -0.124 0.786 -0.562 -0.2172
N -0.705 0.490 -1.815 -0.5897
H 0.981 -0.159 2.482 0.3197
H 0.960 1.369 1.808 0.3160
H -0.457 0.600 2.465 0.2515
H -0.345 -1.797 -0.579 0.2339
H 1.051 -1.941 0.341 0.2109
H -0.208 1.831 -0.326 0.3276
H -0.786 1.300 -2.406 0.2324
H -0.213 -0.244 -2.308 0.2034
```

Output
SMILES: C/C(N)=C/N
E_LUMO: 1.038 eV
E: -228.58494 a.u.
Frontier orbital gap: 8.5 eV
HOMO energy: -7.49 eV

4.
# C3H8N2

An isolated molecule of C3H8N2 (ωB97M-V/def2-TZVPD, the OMol25 dataset).

The geometry in XYZ format:
```
13
Properties=species:S:1:pos:R:3:mulliken_charge:R:1
C -2.324 0.121 -0.009 -0.7441
C -0.830 0.301 0.004 -0.0311
N -0.079 -0.768 -0.003 -0.5912
N 1.268 -0.644 0.003 0.0610
C 1.858 0.658 -0.007 -1.0028
H -2.756 -0.663 -0.713 0.2507
H -2.701 0.029 1.089 0.1972
H -2.781 1.145 -0.387 0.2472
H -0.477 1.346 0.172 0.3355
H 1.816 -1.476 0.082 0.2642
H 2.940 0.607 -0.116 0.3361
H 1.814 1.203 0.887 0.3461
H 1.593 1.215 -0.938 0.3312
```

Output
SMILES: C/C=N/NC
E_LUMO: 1.107 eV
E: -228.54203 a.u.
Frontier orbital gap: 9.2 eV
HOMO energy: -8.11 eV

5.
# C3H8N2

An isolated molecule of C3H8N2 (ωB97M-V/def2-TZVPD, the OMol25 dataset).

The geometry in XYZ format:
```
13
Properties=species:S:1:pos:R:3:mulliken_charge:R:1
C 2.155 -0.370 0.016 -0.8141
N 1.493 0.886 -0.055 -0.5021
C 0.203 0.822 -0.060 0.1000
N -0.649 -0.246 -0.071 -0.1907
C -2.065 0.062 0.003 -0.8753
H 2.019 -1.006 -0.885 0.2578
H 1.745 -0.866 0.899 0.3250
H 3.217 -0.144 0.108 0.2470
H -0.327 1.808 0.060 0.2929
H -0.283 -1.219 -0.115 0.2767
H -2.614 -0.888 -0.223 0.3089
H -2.484 0.762 -0.750 0.3095
H -2.411 0.399 1.074 0.2644
```

Output
SMILES: C/N=C\NC
E_LUMO: 0.952 eV
E: -228.57723 a.u.
Frontier orbital gap: 9.6 eV
HOMO energy: -8.66 eV

6.
# C3H8N2

A cluster of 2 separate species, C3H8N2 in total (ωB97M-V/def2-TZVPD, the OMol25 dataset).

The geometry in XYZ format:
```
13
Properties=species:S:1:pos:R:3:mulliken_charge:R:1
C 0.178 -2.476 -0.931 -0.7893
C 1.000 -1.427 -0.944 0.0691
N 2.388 -1.455 -0.980 -0.5162
H 0.669 -3.443 -0.925 0.2278
H -0.808 -2.437 -0.501 0.2527
H 0.607 -0.416 -0.955 0.2707
H 2.834 -2.254 -0.558 0.2391
H 2.799 -0.628 -0.575 0.2460
C -1.712 2.095 1.327 -0.2578
N -2.152 3.279 1.374 -0.4614
H -2.368 1.323 0.940 0.2587
H -0.646 1.950 1.532 0.2174
H -1.732 3.875 2.081 0.2432
```

Output
SMILES: C=CN.C=N
E_LUMO: 0.837 eV
E: -228.53052 a.u.
Frontier orbital gap: 9.3 eV
HOMO energy: -8.45 eV

7.
# C3H8N2

An isolated molecule of C3H8N2 (ωB97M-V/def2-TZVPD, the OMol25 dataset).

The geometry in XYZ format:
```
13
Properties=species:S:1:pos:R:3:mulliken_charge:R:1
C 0.235 -1.232 -0.757 -0.3954
N -1.072 -0.290 0.474 -0.2273
N -1.592 0.989 0.271 -0.6144
C 0.619 -0.421 0.366 0.3118
C 1.376 0.739 0.047 -1.1412
H -1.496 -0.778 1.262 0.3088
H -2.003 1.151 -0.646 0.2441
H -0.833 1.679 0.350 0.3031
H 0.187 -2.313 -0.698 0.2608
H 0.074 -0.739 -1.707 0.2419
H 0.900 -0.956 1.271 0.2435
H 2.079 1.153 0.755 0.2360
H 1.527 1.019 -0.986 0.2285
```

Output
E_LUMO (alpha / beta): -0.187 / -0.188 eV
E: -228.40442 a.u.
Frontier orbital gap (alpha / beta): 6.4 / 6.4 eV
HOMO energy (alpha / beta): -6.60 / -6.60 eV

8.
# C3H8N2

A cluster of 2 separate species, C3H8N2 in total (ωB97M-V/def2-TZVPD, the OMol25 dataset).

The geometry in XYZ format:
```
13
Properties=species:S:1:pos:R:3:mulliken_charge:R:1
C 0.768 -3.599 4.765 -0.1155
C 1.818 -3.213 5.594 -0.1238
H 0.847 -3.254 3.734 0.2989
H -0.114 -4.092 5.146 0.3180
H 2.797 -2.946 5.205 0.3116
H 1.695 -2.968 6.651 0.3106
N -1.098 1.542 -4.318 -0.5220
C -0.635 2.128 -3.145 0.0890
N -0.886 3.339 -2.896 -0.6103
H -1.751 0.770 -4.227 0.2261
H -1.494 2.230 -4.945 0.2692
H -0.002 1.442 -2.580 0.3162
H -0.449 3.659 -2.034 0.2318
```

Output
E_LUMO (alpha / beta): -6.911 / -10.168 eV
E: -228.18492 a.u.
<S²>: 0.753
Frontier orbital gap (alpha / beta): 4.1 / 0.9 eV
Spin multiplicity: 2
HOMO energy (alpha / beta): -11.04 / -11.04 eV
Charge: +1

9.
# C3H8N2O

An isolated molecule of C3H8N2O (ωB97M-V/def2-TZVPD, the OMol25 dataset).

The geometry in XYZ format:
```
14
Properties=species:S:1:pos:R:3:mulliken_charge:R:1
C -0.436 1.404 -0.855 -1.3718
C 0.260 0.223 -0.189 0.6566
N 0.200 -1.006 -0.994 -0.7317
C -0.149 -0.040 1.269 0.2097
N 0.108 -1.316 1.705 -0.3714
O -0.744 0.815 1.883 -0.5535
H -1.466 1.170 -1.097 0.3639
H -0.359 2.328 -0.291 0.3288
H 0.145 1.571 -1.758 0.4048
H 1.320 0.502 -0.122 0.1452
H 1.083 -1.236 -1.438 0.2261
H -0.341 -0.824 -1.839 0.2456
H 0.476 -1.497 2.622 0.2088
H -0.097 -2.093 1.103 0.2390
```

Output
SMILES: C[C@H](N)C(N)=O
E_LUMO: 0.902 eV
E: -303.86104 a.u.
Frontier orbital gap: 10.3 eV
HOMO energy: -9.36 eV

10.
# C3H8N2O

An isolated molecule of C3H8N2O (ωB97M-V/def2-TZVPD, the OMol25 dataset).

The geometry in XYZ format:
```
14
Properties=species:S:1:pos:R:3:mulliken_charge:R:1
C 1.015 -0.299 1.042 -1.3505
C 0.098 0.115 -0.096 1.0001
C -0.567 -1.020 -0.839 -1.5108
N 0.313 1.470 -0.588 -0.6592
N -1.246 1.035 0.686 -0.0013
O -2.346 0.942 0.258 -0.3792
H 0.570 -1.102 1.628 0.3186
H 1.172 0.524 1.739 0.4064
H 1.991 -0.609 0.662 0.3152
H -1.074 -0.639 -1.726 0.4688
H -1.312 -1.519 -0.213 0.3543
H 0.177 -1.748 -1.158 0.3643
H 0.776 2.061 0.094 0.2614
H 0.433 0.790 -1.489 0.4119
```

Output
SMILES: CC(C)(N)N=O
E_LUMO: 0.856 eV
E: -303.66332 a.u.
Frontier orbital gap: 8.2 eV
HOMO energy: -7.38 eV

11.
# C3H8N2O

An isolated molecule of C3H8N2O (ωB97M-V/def2-TZVPD, the OMol25 dataset).

The geometry in XYZ format:
```
14
Properties=species:S:1:pos:R:3:mulliken_charge:R:1
H -0.501 -2.117 0.682 0.2935
N -1.327 -1.487 0.594 -0.7908
C -0.926 -0.410 0.009 0.4300
N -1.780 0.569 -0.413 -0.4738
C 0.572 -0.133 -0.377 0.1570
C 1.219 0.926 0.537 -1.0227
O 1.290 -1.356 -0.301 -0.6102
H -1.433 1.530 -0.336 0.2341
H -2.747 0.527 -0.042 0.3055
H 0.562 0.317 -1.422 0.2238
H 2.279 1.015 0.201 0.3146
H 1.104 0.682 1.623 0.2651
H 0.715 1.899 0.256 0.3180
H 0.973 -1.965 -1.011 0.3559
```

Output
SMILES: [H]/N=C(/N)[C@@H](C)O
E_LUMO: 0.765 eV
E: -303.85063 a.u.
Frontier orbital gap: 10.2 eV
HOMO energy: -9.43 eV

12.
# C3H8N2O

An isolated molecule of C3H8N2O (ωB97M-V/def2-TZVPD, the OMol25 dataset).

The geometry in XYZ format:
```
14
Properties=species:S:1:pos:R:3:mulliken_charge:R:1
C -2.129 -0.192 -0.195 -0.7552
N -0.752 -0.154 -0.604 -0.3325
C 0.149 -0.419 0.409 -0.6359
C 1.560 -0.358 -0.099 0.4513
N 2.031 0.980 -0.242 -0.4636
O 2.264 -1.363 -0.347 -0.5961
H -2.339 0.761 0.550 0.2553
H -2.152 -1.216 0.353 0.2850
H -2.810 -0.294 -1.126 0.2663
H -0.526 0.740 -0.965 0.2477
H -0.023 0.193 1.273 0.4074
H 0.134 -1.407 0.809 0.3588
H 1.591 1.607 0.519 0.2567
H 3.003 1.123 -0.335 0.2548
```

Output
SMILES: CNCC(N)=O
E_LUMO: 0.735 eV
E: -303.82424 a.u.
Frontier orbital gap: 9.9 eV
HOMO energy: -9.15 eV

13.
# C3H8N2O

An isolated molecule of C3H8N2O (ωB97M-V/def2-TZVPD, the OMol25 dataset).

The geometry in XYZ format:
```
14
Properties=species:S:1:pos:R:3:mulliken_charge:R:1
C -0.044 2.125 1.074 -1.0513
C -0.413 0.986 0.171 0.6098
O -1.275 0.948 -0.734 -0.6122
N 0.455 -0.127 0.327 -0.3005
C 0.184 -1.222 -0.635 -0.1782
N 0.928 -2.443 -0.368 -0.4462
H -0.262 2.967 0.418 0.3039
H -0.876 2.127 1.828 0.2720
H 0.871 2.355 1.593 0.3452
H 0.740 -0.132 1.372 0.2874
H -0.934 -1.468 -0.633 0.2308
H 0.311 -0.797 -1.630 0.2158
H 0.428 -3.190 0.010 0.1761
H 1.866 -2.797 -0.461 0.1475
```

Output
SMILES: CC(=O)NCN
E_LUMO: 0.957 eV
E: -303.82655 a.u.
Frontier orbital gap: 10.1 eV
HOMO energy: -9.17 eV

14.
# C3H8N2O

A cluster of 2 separate species, C3H8N2O in total (ωB97M-V/def2-TZVPD, the OMol25 dataset).

The geometry in XYZ format:
```
14
Properties=species:S:1:pos:R:3:mulliken_charge:R:1
N 0.172 0.337 1.782 -0.6313
C 0.529 0.643 0.442 -0.3434
C 1.748 0.483 -0.050 -0.1082
N 2.087 0.912 -1.377 -0.5849
H -0.201 -0.597 1.886 0.2412
H -0.503 0.990 2.132 0.2710
H -0.262 1.028 -0.196 0.3393
H 2.559 0.094 0.560 0.3471
H 2.207 0.141 -2.019 0.2193
H 2.956 1.424 -1.354 0.2497
C -2.254 -1.558 -0.733 -0.0847
O -2.315 -0.656 0.044 -0.3628
H -1.952 -2.575 -0.423 0.2133
H -2.480 -1.463 -1.808 0.2344
```

Output
SMILES: N/C=C/N.C=O
E_LUMO: 0.701 eV
E: -303.79073 a.u.
Frontier orbital gap: 9.3 eV
HOMO energy: -8.55 eV

15.
# C3H8N2O

An isolated molecule of C3H8N2O (ωB97M-V/def2-TZVPD, the OMol25 dataset).

The geometry in XYZ format:
```
14
Properties=species:S:1:pos:R:3:mulliken_charge:R:1
N -0.155 1.772 2.169 -0.6201
C -0.137 0.551 1.332 -0.4379
C 0.667 0.732 0.080 -0.4307
N 0.604 -0.438 -0.808 -0.1566
C -0.474 -1.142 -1.208 0.0898
O -0.478 -1.836 -2.206 -0.5742
H -1.011 1.793 2.701 0.2219
H 0.637 1.798 2.792 0.2273
H -1.192 0.392 1.082 0.3237
H 0.103 -0.340 1.925 0.2959
H 0.408 1.584 -0.480 0.2961
H 1.717 0.897 0.306 0.2787
H 1.377 -0.508 -1.448 0.2349
H -1.347 -1.121 -0.539 0.2511
```

Output
SMILES: NCCNC=O
E_LUMO: 0.847 eV
E: -303.85162 a.u.
Frontier orbital gap: 10.5 eV
HOMO energy: -9.68 eV

16.
# C3H8N2O

An isolated molecule of C3H8N2O (ωB97M-V/def2-TZVPD, the OMol25 dataset).

The geometry in XYZ format:
```
14
Properties=species:S:1:pos:R:3:mulliken_charge:R:1
C 1.698 0.918 0.031 -1.1622
C 0.749 -0.240 -0.032 0.7930
O 1.108 -1.400 0.006 -0.6426
N -0.592 0.055 -0.087 0.3203
C -1.227 1.338 0.023 -0.8636
N -1.554 -0.979 0.044 -0.7857
H 1.348 1.680 0.759 0.3408
H 1.725 1.405 -0.959 0.3126
H 2.708 0.514 0.250 0.2905
H -1.627 1.609 1.068 0.2346
H -2.165 1.334 -0.683 0.2444
H -0.520 2.145 -0.362 0.3823
H -1.224 -1.567 0.838 0.2689
H -1.409 -1.553 -0.791 0.2665
```

Output
SMILES: CC(=O)N(C)N
E_LUMO: 0.865 eV
E: -303.83014 a.u.
Frontier orbital gap: 10.3 eV
HOMO energy: -9.41 eV

17.
# C3H8N2O

A structure of composition C3H8N2O (ωB97M-V/def2-TZVPD, the OMol25 dataset).

The geometry in XYZ format:
```
14
Properties=species:S:1:pos:R:3:mulliken_charge:R:1
C -0.285 0.277 0.995 0.1032
C -0.537 0.503 -1.906 -0.6668
C 1.323 -0.860 0.999 -0.9806
O -1.572 -0.057 0.638 -0.4736
N 0.518 0.961 0.141 0.0763
N 0.454 1.189 -1.080 -0.5566
H -2.053 -0.358 1.419 0.3265
H -0.147 0.550 2.040 0.3792
H -0.573 -0.573 -1.700 0.2786
H -0.260 0.664 -2.947 0.2799
H -1.541 0.901 -1.740 0.2410
H 1.769 -1.050 0.030 0.2988
H 2.003 -0.380 1.694 0.3439
H 0.900 -1.768 1.418 0.3503
```

Output
E_LUMO: 0.507 eV
E: -303.70931 a.u.
Frontier orbital gap: 8.8 eV
HOMO energy: -8.26 eV